(1)
This record from the Open Molecules 2025 dataset describes a single C5H13BrSi molecule. The level of theory is ωB97M-V/def2-TZVPD.

CARTESIAN COORDINATES (ANGSTROEM)
C 1.25076 1.20461 -1.33344
C 0.73515 1.39841 1.11027
C -2.09267 -0.75261 0.97714
C 0.52141 -2.07069 -0.18098
C 0.15870 1.09346 -0.27050
Si -0.69536 -0.61754 -0.30084
Br -1.68032 -0.78641 -2.32522
H 2.05272 0.49490 -1.13778
H 0.85282 1.01008 -2.32750
H 1.68013 2.20538 -1.33239
H 1.50072 0.67208 1.37744
H -0.04032 1.37772 1.87308
H 1.19277 2.38661 1.12001
H -2.80097 0.06552 0.87723
H -2.64441 -1.67977 0.84921
H -1.70607 -0.73634 1.99137
H 1.27077 -2.02545 -0.96683
H 1.03888 -2.07739 0.77382
H 0.00157 -3.01987 -0.28171
H -0.59628 1.85730 -0.49237

**Orbital gap**: 10.74 eV
**Total charge**: 0
**ΔE to the lowest compared entry with this formula, charge and spin**: 0.0000 eV
**Highest occupied orbital energy**: -9.89 eV
**Energy**: -3061.893775 Eh


(2)
This record from the Open Molecules 2025 dataset describes an isolated ion of composition C5H13NP and charge +1 at a distorted geometry. The level of theory is ωB97M-V/def2-TZVPD.

CARTESIAN COORDINATES (ANGSTROEM)
C -2.05290 -0.94209 1.25834
C -1.03416 -1.28890 -1.54957
C 1.16489 1.02967 0.01402
C 0.27442 2.05991 -0.49428
C 0.66055 0.06935 0.94633
N 2.33603 0.89794 -0.65860
P -0.69465 -1.15409 0.09084
H -2.73328 -1.80473 1.22669
H -2.81102 -0.13425 1.12493
H -2.18156 -0.96145 -1.70016
H -0.18986 -0.92724 -2.11416
H -0.76512 1.68044 -0.35578
H 0.63181 2.05717 -1.55928
H 0.50336 3.06106 -0.09124
H 1.31432 -0.67539 1.35180
H -1.66209 -0.79418 2.30825
H -0.23105 0.41752 1.59984
H 3.09492 0.40714 -0.16938
H 2.52945 1.53437 -1.46782
H 0.10905 -2.25087 0.73467

**Orbital gap**: 7.29 eV
**Total charge**: +1
**ΔE to the lowest compared entry with this formula, charge and spin**: 2.6052 eV
**Highest occupied orbital energy**: -11.87 eV
**Energy**: -594.053463 Eh


(3)
This record from the Open Molecules 2025 dataset describes a 2-piece molecular cluster, C8H12N2O overall at a distorted geometry. The level of theory is ωB97M-V/def2-TZVPD.

CARTESIAN COORDINATES (ANGSTROEM)
C 0.99131 -1.11723 2.44193
C 0.54684 -0.55291 1.24441
C 1.02847 -0.01167 -0.97555
C 1.93973 -0.09300 -2.00629
C -0.21647 0.64243 -1.02590
C -0.69384 0.95525 -2.47962
C -0.65877 0.22182 1.17841
C -1.69362 0.14411 2.25647
H 0.34473 -2.07871 2.81228
H 2.00787 -1.52269 2.48506
H 1.12704 -0.63947 3.36650
H 2.78540 0.76466 -2.22108
H 2.58376 -1.22184 -1.77309
H 1.11826 -0.06559 -2.97751
H -1.03996 -0.14341 -2.97424
H 0.13201 1.40470 -3.01602
H -2.44430 0.69652 -1.78086
H -2.07945 -0.96983 2.39971
H -1.67153 0.57733 3.40030
H -2.54828 0.77900 1.80817
N 1.24702 -0.57664 0.16717
N -0.99598 0.88917 0.01968
O -1.81026 1.91800 -2.34993

**Orbital gap**: 8.44 eV
**Total charge**: 0
**ΔE to the lowest compared entry with this formula, charge and spin**: 7.4735 eV
**Highest occupied orbital energy**: -8.72 eV
**Energy**: -496.517919 Eh


(4)
This record from the Open Molecules 2025 dataset describes C35H43ClN2NbSi2 as an isolated structure at a distorted geometry. The level of theory is ωB97M-V/def2-TZVPD.

CARTESIAN COORDINATES (ANGSTROEM)
C -0.66206 -0.36351 1.00480
C -1.52357 0.22781 0.00066
C -1.62122 -0.69619 -1.08952
H -2.09088 1.15181 0.08573
C -0.85852 -1.86367 -0.74932
C -0.28590 -1.68115 0.52463
H 0.28747 -2.41938 1.05787
H -0.50418 0.01246 2.00327
H -2.23158 -0.57103 -1.97573
H -0.70810 -2.74042 -1.39447
Nb 0.45938 -0.03656 -0.73846
Si 0.72846 0.14448 -6.82358
C 1.12675 1.69316 -7.81012
C 2.29981 2.06290 -8.50945
H 3.23216 1.49847 -8.37539
C 2.28470 3.16937 -9.37734
H 3.19364 3.49321 -9.88527
C 1.09783 3.86787 -9.61198
H 1.07769 4.70926 -10.29389
C -0.07286 3.49884 -8.95056
H -1.02549 3.99822 -9.15199
C -0.03563 2.47716 -7.99834
H -0.94066 2.27293 -7.40422
C 1.14050 -1.29786 -7.88904
C 0.45994 -1.32862 -9.12890
H -0.32231 -0.58467 -9.35705
C 0.77322 -2.33609 -10.06096
H 0.28615 -2.33976 -11.03915
C 1.65166 -3.36265 -9.69839
H 1.78987 -4.20561 -10.37394
C 2.28679 -3.35186 -8.44450
H 2.94266 -4.18318 -8.16405
C 2.03715 -2.32202 -7.53591
H 2.51715 -2.29958 -6.54075
H -0.74305 0.02942 -6.82682
Si 0.55006 0.33569 -3.57956
C -0.26965 -1.36038 -3.95412
C -1.53083 -1.42751 -4.56965
H -2.14380 -0.53054 -4.73118
C -1.95606 -2.66080 -5.08827
H -2.89207 -2.71837 -5.64628
C -1.18763 -3.82103 -4.87492
H -1.51349 -4.79080 -5.26464
C -0.02062 -3.77596 -4.10217
H 0.51933 -4.67568 -3.82583
C 0.47249 -2.52998 -3.67532
H 1.42597 -2.47856 -3.15460
C -0.48253 1.85315 -4.02181
C -1.81953 1.86719 -3.59615
H -2.20025 1.06584 -2.94199
C -2.69476 2.87302 -3.97742
H -3.74412 2.81582 -3.67640
C -2.21739 3.94632 -4.74110
H -2.87584 4.78439 -4.98346
C -0.87052 3.99411 -5.11378
H -0.46986 4.85852 -5.65652
C 0.00409 2.95588 -4.76932
H 1.05845 2.98449 -5.06533
H 1.15816 0.02702 -5.23173
Cl 2.60052 0.95142 -3.29761
C 0.26319 3.07101 -0.92505
N 0.53987 2.12368 0.17429
C -0.24988 2.63584 1.32463
C 1.97710 2.16558 0.57747
C 2.33778 0.99202 1.47453
N 2.20373 -0.34042 0.81346
C 3.33022 -0.57318 -0.11721
C 2.32350 -1.36241 1.88071
H 0.92073 2.90154 -1.78307
H 0.42843 4.10185 -0.57394
H -0.78035 2.97005 -1.23142
H 0.16339 3.62073 1.60012
H -1.30744 2.76768 1.06748
H -0.14432 2.02654 2.22195
H 2.62576 2.21518 -0.30089
H 2.13704 3.08564 1.16795
H 3.38122 1.09655 1.83308
H 1.71319 0.97117 2.37217
H 4.28038 -0.44053 0.42758
H 3.28420 -1.59324 -0.51969
H 3.31110 0.14082 -0.94035
H 1.58549 -1.22568 2.66892
H 2.23218 -2.37067 1.47154
H 3.32892 -1.30687 2.32677

**Orbital gap (spin up / spin down)**: 3.68 / 3.68 eV
**Total charge**: +3
**Highest occupied orbital energy (spin up / spin down)**: -15.12 / -15.12 eV
**Energy**: -2564.094925 Eh


(5)
This record from the Open Molecules 2025 dataset describes a single C10H10N2 molecule at a distorted geometry. The level of theory is ωB97M-V/def2-TZVPD.

CARTESIAN COORDINATES (ANGSTROEM)
C 2.17244 0.24953 1.46731
C 1.57531 -0.07332 0.24318
C 0.19529 -0.31328 0.49816
C 2.01795 -0.14729 -1.13544
C 1.12628 -0.35837 -2.14038
C -1.84485 0.36596 -0.89302
C -1.26262 0.70410 -2.08073
C -0.96233 -0.79690 -0.63302
C -0.31595 -0.46210 -2.09177
C -1.11594 0.11665 2.55220
N 1.17330 0.42422 2.37455
N 0.03099 0.05077 1.78749
H 3.06618 0.73775 1.90371
H 2.94925 0.20309 -1.38622
H 1.57203 -0.36223 -3.09887
H -2.64631 0.77310 -0.17895
H -1.17896 1.41009 -2.90069
H -1.46806 -1.63155 -0.20369
H -0.69223 -1.32087 -2.63988
H -1.10131 0.73319 3.53619
H -2.01616 0.49361 1.98271
H -1.27429 -0.79613 3.03715

**Orbital gap**: 8.81 eV
**Total charge**: 0
**ΔE to the lowest compared entry with this formula, charge and spin**: 5.2996 eV
**Highest occupied orbital energy**: -7.87 eV
**Energy**: -496.402340 Eh


(6)
This record from the Open Molecules 2025 dataset describes a single C14H13ClN2O4S molecule at a distorted geometry. The level of theory is ωB97M-V/def2-TZVPD.

CARTESIAN COORDINATES (ANGSTROEM)
C 0.24882 -0.39125 -2.54712
H -0.20849 0.49444 -2.34922
H 0.98427 -0.08623 -3.52893
H -0.44691 -1.21916 -2.90658
O 0.98650 -1.06308 -1.70660
C 1.84006 -0.16760 -0.93593
C 2.15515 1.05164 -1.29786
C 3.21561 1.94078 -0.96916
C 3.85319 1.42712 0.15363
C 3.61324 0.10482 0.73179
C 2.49613 -0.38053 0.16846
C 2.14608 -1.83768 0.59805
O 3.13529 -2.93640 0.80789
N 0.95729 -2.14825 0.98081
C -0.20103 -1.44604 0.70777
C -0.23316 -0.11442 1.32830
C -1.25116 0.53918 1.08037
C -2.47800 0.08479 0.60108
C -2.40038 -1.09813 0.14437
C -1.41152 -1.94531 0.48849
H -1.45542 -3.04560 0.02449
H -3.54581 -1.51028 -0.02429
S -3.87525 1.28086 0.32795
O -3.50502 2.55522 0.15881
O -4.77955 0.68067 -0.86576
N -4.46792 1.18147 1.80169
H -5.44410 0.52884 1.81500
H -4.55836 2.24596 2.17432
H -1.36152 1.71536 1.38306
H 0.77196 0.30607 1.68523
H 0.78177 -3.11318 1.04702
H 4.06259 -0.29069 1.46334
Cl 5.18880 2.35818 1.02803
H 3.47215 2.76878 -1.24759
H 1.71465 1.52965 -2.32092

**Orbital gap**: 9.02 eV
**Total charge**: 0
**ΔE to the lowest compared entry with this formula, charge and spin**: 9.8792 eV
**Highest occupied orbital energy**: -9.25 eV
**Energy**: -1809.704875 Eh